No. 1
ORCA calculation (the ωB97M-V functional and the def2-TZVPD basis) on the molecule C4H4OS2 in a non-equilibrium geometry.

Geometry (Å):
S 2.58335 -0.64303 -0.00960
C 1.12732 0.02041 0.00954
C 0.78796 1.46214 0.06535
C -0.72896 1.50850 -0.06350
C -1.15961 0.03938 -0.05568
S -2.59787 -0.61995 0.02150
O -0.03426 -0.74841 -0.00144
H 1.18208 1.94420 0.97955
H 1.29950 1.94574 -0.76797
H -1.09153 2.04194 0.81132
H -1.04401 2.08042 -0.93611

Computed properties:
* electronic energy: -27930.021 eV
* orbital gap: 8.66 eV
* max |F|: 1.1 eV/Å
* total charge: 0
* relative energy (zero: lowest compared OMol25 entry of this formula, charge and spin): 3.3 kcal/mol
* SMILES: S=C1CCC(=S)O1
* spin multiplicity: 1
* E_LUMO: -0.0175 Eh

Löwdin population analysis, charges in e, atoms 1 to 8:
1. S 0.7864
2. C -0.8293
3. C -0.1885
4. C -0.1499
5. C -0.8336
6. S 0.8002
7. O -0.0870
8. H 0.1362


No. 2
ORCA calculation (the ωB97M-V functional and the def2-TZVPD basis) on a cluster of 2 separate species, C4H4P2 in total in a non-equilibrium geometry.

Geometry (Å):
P 3.02246 -0.38074 -0.04877
C 1.90232 0.86176 0.05476
C 0.85811 1.51413 -0.17636
P -0.41935 2.57728 0.01264
H 4.05734 0.32418 0.51912
H -1.42905 1.74794 -0.88514
C -1.64144 -1.24880 -0.52710
C -1.06458 -0.89479 0.52053
H -1.88147 -1.43773 -1.55122
H -0.83921 -0.73836 1.55196

Computed properties:
* electronic energy: -22783.941 eV
* orbital gap (alpha / beta): 6.92 / 6.90 eV
* max |F|: 4.6 eV/Å
* total charge: 0
* relative energy (zero: lowest compared OMol25 entry of this formula, charge and spin): 71.4 kcal/mol
* SMILES: P=C=C=P.C#C
* spin multiplicity: 1
* E_LUMO (alpha / beta): -0.0598 / -0.0600 Eh

Löwdin population analysis, charges in e, atoms 1 to 8:
1. P 0.7994
2. C -0.6209
3. C -0.6714
4. P 0.7733
5. H -0.1804
6. H -0.0863
7. C -0.0020
8. C -0.0454


No. 3
ORCA calculation (the ωB97M-V functional and the def2-TZVPD basis) on the molecule C4H4S in a non-equilibrium geometry.

Geometry (Å):
C 1.17324 0.73196 0.23342
C 0.02591 -0.14159 0.02380
C -0.49128 -1.28281 -0.38698
C -1.46563 -0.29076 0.03044
S -3.05044 0.32583 0.27623
H 1.57742 0.90272 -0.71303
H 1.82430 0.29114 0.93617
H 0.94617 1.67522 0.61127
H -0.53970 -2.21172 -1.01133

Computed properties:
* electronic energy: -15044.917 eV
* orbital gap: 8.65 eV
* max |F|: 3.1 eV/Å
* total charge: 0
* relative energy (zero: lowest compared OMol25 entry of this formula, charge and spin): 63.7 kcal/mol
* SMILES: Cc1cc1=S
* spin multiplicity: 1
* E_LUMO: 0.0273 Eh

Löwdin population analysis, charges in e, atoms 1 to 8:
1. C -0.0129
2. C -0.1834
3. C 0.0359
4. C -0.6738
5. S 0.4752
6. H 0.0775
7. H 0.0838
8. H 0.0701


No. 4
ORCA calculation (the ωB97M-V functional and the def2-TZVPD basis) on a cluster of 2 separate species, C4H4S in total in a non-equilibrium geometry.

Geometry (Å):
C -0.37587 -1.79216 -0.14218
C -0.78650 -0.65239 -0.12440
S -2.02474 0.59554 0.06757
H 0.18866 -2.57788 -0.47748
H -2.38655 0.82870 -1.19610
C 1.51505 1.95667 -0.29784
C 1.24611 0.88084 0.22088
H 1.69654 2.80120 -0.88703
H 1.43419 0.24722 0.95526

Computed properties:
* electronic energy: -15042.441 eV
* orbital gap: 9.74 eV
* max |F|: 6.1 eV/Å
* total charge: 0
* relative energy (zero: lowest compared OMol25 entry of this formula, charge and spin): 120.8 kcal/mol
* SMILES: C#CS.C#C
* spin multiplicity: 1
* E_LUMO: 0.0235 Eh

Löwdin population analysis, charges in e, atoms 1 to 8:
1. C 0.0361
2. C -0.6099
3. S 0.7184
4. H 0.0072
5. H -0.1408
6. C 0.0551
7. C -0.0606
8. H 0.0076


No. 5
ORCA calculation (the ωB97M-V functional and the def2-TZVPD basis) on the molecule C4H4S in a non-equilibrium geometry.

Geometry (Å):
C 2.20328 -0.94884 -0.03055
C 1.17583 -0.28199 -0.12536
C 0.13031 0.83057 -0.02954
C -1.23215 0.80820 0.08949
S -2.38428 -0.55913 -0.08063
H 2.91018 -1.73328 -0.02464
H 0.64388 1.80217 -0.16398
H -1.70900 1.77907 0.22502
H -1.73805 -1.69677 0.14020

Computed properties:
* electronic energy: -15044.859 eV
* orbital gap: 9.37 eV
* max |F|: 3.0 eV/Å
* total charge: 0
* relative energy (zero: lowest compared OMol25 entry of this formula, charge and spin): 65.0 kcal/mol
* SMILES: C#C/C=C\S
* spin multiplicity: 1
* E_LUMO: 0.0242 Eh

Löwdin population analysis, charges in e, atoms 1 to 8:
1. C 0.0916
2. C -0.1174
3. C -0.1975
4. C -0.5064
5. S 0.7181
6. H 0.0131
7. H 0.0990
8. H 0.0569


No. 6
ORCA calculation (the ωB97M-V functional and the def2-TZVPD basis) on a cluster of 2 separate species, C4H4S in total in a non-equilibrium geometry.

Geometry (Å):
C 1.70664 -0.84916 0.42849
C 2.75298 -0.14820 0.27653
S 3.99924 0.62341 -0.34287
H 0.74380 -0.33131 0.57089
H 1.67700 -1.99649 0.44248
C -1.59590 0.69607 -0.27310
C -0.65160 1.12027 0.31304
H -2.52018 0.24241 -0.54008
H 0.19064 1.34869 0.83576

Computed properties:
* electronic energy: -15043.624 eV
* orbital gap: 8.46 eV
* max |F|: 3.8 eV/Å
* total charge: 0
* relative energy (zero: lowest compared OMol25 entry of this formula, charge and spin): 93.5 kcal/mol
* SMILES: C=C=S.C#C
* spin multiplicity: 1
* E_LUMO: -0.0076 Eh

Löwdin population analysis, charges in e, atoms 1 to 8:
1. C -0.1008
2. C -0.7608
3. S 0.6986
4. H -0.0003
5. H 0.1125
6. C 0.0342
7. C -0.0115
8. H 0.0274